Record 1
A structure of composition C26H40BF6IrN7O4S2. Source: the OMol25 dataset; level of theory: ωB97M-V/def2-TZVPD.

```
87
Properties=species:S:1:pos:R:3
Ir 0.8029 -0.1734 0.1418
C -1.9602 -1.0648 4.5780
C -1.5221 -1.4490 3.2091
C -1.7883 -2.5813 2.4857
C -1.2712 -2.3927 1.1908
N -0.5643 -1.2403 1.2290
N -0.8116 -0.6135 2.4230
B -1.1387 0.8904 2.2146
N -1.6865 1.0617 0.7444
N -0.9708 0.6687 -0.3643
C -1.6647 0.9881 -1.4616
C -2.8428 1.6225 -1.0474
C -2.8234 1.6458 0.3317
C -3.8379 2.2012 1.2718
C -1.2809 0.7545 -2.9113
C -2.4673 0.0932 -3.6310
C -0.0448 -0.1208 -3.1173
C -1.0400 2.1297 -3.5582
N 0.1561 1.6950 2.2872
N 0.9365 1.5464 1.1988
C 1.7844 2.5777 1.1387
C 1.5500 3.3947 2.2484
C 0.5006 2.8180 2.9383
C -0.2061 3.2665 4.1700
C 2.7193 2.8207 -0.0094
C 2.2517 1.9775 -1.1891
C 2.6059 4.2926 -0.4378
C 4.1639 2.5314 0.4102
C -1.8924 -3.1709 0.0184
C -3.4086 -2.8625 0.1384
C -1.7234 -4.6864 0.1399
C -1.5024 -2.6824 -1.3736
H -2.4321 -1.9137 5.0668
H -2.6794 -0.2456 4.5417
H -1.1127 -0.7427 5.1825
H -2.3722 -3.4220 2.8161
H -1.9391 1.2793 3.0042
H -3.6215 2.0090 -1.6814
H -4.6662 2.6206 0.7057
H -3.4120 2.9890 1.8929
H -4.2290 1.4275 1.9326
H -2.6940 -0.8925 -3.2260
H -2.2221 -0.0243 -4.6874
H -3.3662 0.7057 -3.5645
H -0.1492 -1.1051 -2.6620
H 0.8653 0.3445 -2.7449
H 0.0942 -0.2690 -4.1893
H -1.9287 2.7575 -3.4960
H -0.7923 1.9961 -4.6123
H -0.2158 2.6650 -3.0838
H 2.0710 4.3005 2.5058
H 0.3028 4.1283 4.5947
H -0.2285 2.4750 4.9182
H -1.2358 3.5507 3.9501
H 1.2629 2.2965 -1.5134
H 2.2313 0.8935 -0.9569
H 2.9353 2.0401 -2.0373
H 1.5746 4.5565 -0.6772
H 3.2233 4.4657 -1.3207
H 2.9582 4.9578 0.3493
H 4.2877 1.5156 0.7805
H 4.4620 3.2116 1.2084
H 4.8393 2.6847 -0.4326
H -3.8447 -3.2605 1.0516
H -3.9234 -3.3245 -0.7047
H -3.5940 -1.7862 0.1051
H -2.1364 -5.0540 1.0807
H -0.6886 -4.9980 0.0830
H -2.2748 -5.1640 -0.6717
H -1.6167 -1.6001 -1.4382
H -2.1881 -3.1312 -2.0935
H -0.4974 -2.9572 -1.6665
F 3.5949 -0.6472 -2.0581
C 4.6138 -0.8845 -1.2217
F 5.3936 -1.8179 -1.7356
F 5.2989 0.2356 -1.0503
S 3.9432 -1.4778 0.4000
O 2.8292 -0.5526 0.7060
O 5.0242 -1.4337 1.3098
N 3.4385 -2.9179 0.1066
S 2.0054 -3.2938 -0.3959
O 1.4501 -4.3327 0.3952
O 1.1382 -2.1417 -0.7005
C 2.2656 -4.0301 -2.0716
F 2.5897 -3.0911 -2.9521
F 1.1222 -4.5982 -2.4377
F 3.2226 -4.9352 -2.0107
```

Values from the calculation:
frontier orbital gap = 8.092 eV
calculated total energy = -87718.293 eV
2S+1 = 1
charge = +1
energy relative to the best compared isomer or geometry (same formula, charge and spin) = 20.3 kcal/mol

Record 2
A cluster of 3 separate species, C3H11NO3S in total. Source: the OMol25 dataset; level of theory: ωB97M-V/def2-TZVPD.

```
19
Properties=species:S:1:pos:R:3
C -0.3758 -0.1400 -1.5424
C -0.3470 1.3174 -1.0909
S -2.0138 1.9431 -0.7432
C 1.0128 -0.4398 -2.1166
N 1.6787 -1.3786 -1.3876
O 1.3841 0.0010 -3.1781
H -0.6280 -0.7698 -0.6861
H -1.1981 -0.3000 -2.2330
H 0.3423 1.5771 -0.2920
H -0.0091 2.0025 -1.8597
H -2.0304 1.6059 0.5561
H 1.4521 -1.6372 -0.4437
H 2.5856 -1.6631 -1.6072
H 0.8186 1.5591 2.7427
H 0.0998 0.1875 2.5091
O 0.1950 1.0953 2.1785
H -0.6216 -1.7863 3.7866
H -1.6142 -1.6503 2.5283
O -0.7308 -1.5238 2.8792
```

Values from the calculation:
SMILES = NC(=O)CCS.O.O
frontier orbital gap = 8.862 eV
calculated total energy = -21757.647 eV
2S+1 = 1
charge = 0
energy relative to the best compared isomer or geometry (same formula, charge and spin) = 6.9 kcal/mol

Record 3
A structure of composition C3H10NS. Source: the OMol25 dataset; level of theory: ωB97M-V/def2-TZVPD.

```
15
Properties=species:S:1:pos:R:3
C 0.4262 -0.0096 1.8223
C 0.2748 0.7597 0.5275
C 1.1788 0.7310 -0.5856
S -0.7386 -1.4712 -1.7489
N -0.9995 1.0079 0.1855
H -0.2263 -0.9065 1.7137
H 1.4262 -0.4490 1.9666
H 0.3433 0.5910 2.7329
H 0.2438 -0.0832 -1.4229
H 2.0580 0.1336 -0.4431
H 1.2246 1.6100 -1.2334
H -0.5123 -2.2933 -2.7258
H -1.2771 1.6230 -0.5603
H -1.7299 0.8133 0.8582
H -1.6921 -2.0568 -1.0866
```

Values from the calculation:
frontier orbital gap = 9.551 eV
calculated total energy = -15589.512 eV
2S+1 = 1
charge = +1
energy relative to the best compared isomer or geometry (same formula, charge and spin) = 59.7 kcal/mol

Record 4
A structure of composition C17H50BCl3F2I2N8O6P4ScSi. Source: the OMol25 dataset; level of theory: ωB97M-V/def2-TZVPD.

```
95
Properties=species:S:1:pos:R:3
Sc -0.5170 0.3735 -0.0936
C -0.8170 -3.1588 4.4747
N -0.5072 -2.6314 3.1542
C 0.0413 -3.5859 2.1974
P -0.5601 -1.0188 2.8739
O -0.0189 -0.7405 1.5120
O -2.1039 -0.5995 3.0368
P -3.1242 -0.4293 1.7808
O -2.4323 0.0828 0.5719
N -3.5900 -1.9964 1.5529
C -3.9983 -2.8360 2.6744
C -4.3442 -2.2693 0.3228
N -4.2919 0.5746 2.2975
C -4.9276 0.3936 3.5968
C -4.5753 1.8382 1.6165
N 0.1584 -0.1133 4.0296
C -0.5219 0.3955 5.2170
C 1.5947 -0.3200 4.1968
H -1.4799 -4.0209 4.3797
H -1.3178 -2.3981 5.0748
H 0.0873 -3.4785 5.0003
H -0.6919 -4.3687 1.9883
H 0.9478 -4.0528 2.5923
H 0.2809 -3.0719 1.2700
H -3.4216 -2.5817 3.5613
H -3.8045 -3.8794 2.4202
H -5.0646 -2.7321 2.8996
H -4.1507 -1.4963 -0.4192
H -5.4210 -2.3039 0.5138
H -4.0295 -3.2281 -0.0891
H -4.4526 -0.4186 4.1463
H -5.9904 0.1723 3.4805
H -4.8247 1.3062 4.1872
H -4.0857 1.8505 0.6464
H -4.2085 2.6853 2.1990
H -5.6520 1.9393 1.4724
H -0.3646 -0.2563 6.0823
H -1.5855 0.4938 5.0228
H -0.1233 1.3852 5.4449
H 2.0446 -0.5907 3.2412
H 1.8155 -1.1032 4.9309
H 2.0435 0.6124 4.5404
I 2.4605 1.6141 0.7102
C 2.8453 3.3214 2.0151
I 1.2412 3.7285 3.3535
H 2.9843 4.1971 1.3943
H 3.7234 3.1266 2.6166
C 4.8617 -0.1042 -2.9673
N 3.9935 -0.2227 -1.7958
C 4.6529 -0.9392 -0.7007
P 2.3972 -0.6108 -2.0698
O 1.5974 -0.6167 -0.8133
O 1.9749 0.5932 -3.0714
P 0.8855 1.7491 -2.8025
O -0.0968 1.4046 -1.7306
N 0.1646 2.0155 -4.2333
C 0.9146 2.0703 -5.4776
C -1.2572 2.3492 -4.3077
N 1.8332 3.0026 -2.2839
C 1.0732 4.2019 -1.9204
C 3.1214 3.2970 -2.8989
N 2.2604 -1.9955 -2.9211
C 2.5779 -2.1102 -4.3381
C 1.7579 -3.2125 -2.2963
H 5.7110 0.5322 -2.7145
H 4.3249 0.3469 -3.7996
H 5.2455 -1.0789 -3.2880
H 5.4484 -0.3117 -0.2974
H 5.0868 -1.8856 -1.0428
H 3.9379 -1.1461 0.0916
H 0.9889 3.0938 -5.8537
H 0.4189 1.4536 -6.2298
H 1.9176 1.6732 -5.3223
H -1.6727 2.4135 -3.3063
H -1.8016 1.5757 -4.8518
H -1.3933 3.3109 -4.8078
H 0.8150 4.8072 -2.7968
H 1.6822 4.8092 -1.2493
H 0.1583 3.9182 -1.3991
H 3.0237 3.9371 -3.7824
H 3.6207 2.3720 -3.1741
H 3.7433 3.8121 -2.1641
H 3.4063 -2.8071 -4.4884
H 2.8500 -1.1396 -4.7464
H 1.7050 -2.4703 -4.8841
H 2.5082 -4.0041 -2.3655
H 0.8447 -3.5496 -2.7959
H 1.5369 -3.0247 -1.2478
F -1.4767 2.0277 2.4080
B -1.0898 2.3983 1.1265
F -1.7865 3.5226 0.8381
Cl -2.6345 -3.1979 -2.6755
Si -1.4907 -1.5687 -2.0193
Cl -3.0178 0.0593 -2.2810
Cl -0.5933 -1.1612 -3.9401
```

Values from the calculation:
frontier orbital gap = 7.692 eV
calculated total energy = -168274.082 eV
2S+1 = 1
charge = +1
energy relative to the best compared isomer or geometry (same formula, charge and spin) = 63.1 kcal/mol

Record 5
A cluster of 18 separate species, H35O18 in total. Source: the OMol25 dataset; level of theory: ωB97M-V/def2-TZVPD.

```
53
Properties=species:S:1:pos:R:3
O -5.3285 1.9836 2.1346
H -5.0700 2.3705 1.3001
H -1.6838 1.6885 -2.5928
O -2.9077 -4.8443 2.6878
H -2.7760 -4.3387 1.8711
O 1.2202 0.4650 2.0401
H 1.3384 1.2931 1.5564
H 1.2362 0.7606 2.9592
O 0.4494 1.4767 -0.6022
H 0.0392 0.1084 -0.3921
H 1.3610 1.5137 -0.9611
O 0.1541 -0.5346 3.8084
H -0.1241 -1.4443 3.7720
H -0.1172 -0.2011 2.8710
O 3.8841 0.2116 1.4532
H 4.0178 -0.3961 0.6656
H 2.9507 0.0571 1.6847
O 1.8527 -1.9672 -2.4424
H 1.1747 -1.2156 -2.3793
H 1.4026 -2.6550 -1.9032
O -1.0336 -2.9807 -1.8608
H 2.9840 -1.6098 -1.0674
H -1.6215 -2.3794 1.5477
O -1.7067 4.5549 0.5471
H -1.1867 5.3082 0.2706
H -1.1674 3.9242 -0.0506
O 4.5839 2.1094 -2.9420
H 4.7320 1.2924 -2.4206
H 3.5274 2.3062 -2.6328
O 5.7039 3.0718 0.2658
H 5.2594 2.5800 -0.4693
H 5.6875 2.4668 1.0086
O 0.1463 -0.0737 -2.7480
H 0.3702 0.6210 -3.4021
H 0.3241 0.3773 -1.8354
O -2.3007 -2.4948 0.8787
H -2.8422 -4.0101 3.2060
H -1.7313 -2.1912 0.1128
O -1.5374 2.4857 -2.0414
H -1.5297 -2.2345 -1.5273
H -0.9265 2.3637 -1.3026
O -0.2849 -0.9835 -0.2250
H -5.3350 0.9984 2.0909
H 0.5523 -1.3537 0.1481
O 3.8543 -1.6585 -0.6275
H -1.1260 -2.9054 -2.8135
H 4.4617 -1.8355 -1.3695
O -4.0295 -1.0364 2.1241
H -3.5558 -1.6824 1.5179
H -4.9677 -1.1075 1.9144
O -2.8188 0.1271 -1.3783
H -2.1501 0.7276 -0.9470
H -3.4092 0.8903 -1.5027
```

Values from the calculation:
frontier orbital gap (alpha / beta) = 2.084 / 8.615 eV
calculated total energy = -37421.844 eV
2S+1 = 2
charge = -2
energy relative to the best compared isomer or geometry (same formula, charge and spin) = 30.7 kcal/mol

Q: Among the records above, which one has the highest 2S+1?
A: H35O18

Q: Which of these has the lowest energy relative to the best compared isomer or geometry (same formula, charge and spin)?
A: C3H11NO3S